1.
A structure of composition C27H25AuCl2N5S3. Source: OMol25; level of theory: ωB97M-V/def2-TZVPD.

```
63
Properties=species:S:1:pos:R:3:nbo_charge:R:1
Au 0.6276 -0.7552 0.1086 1.16
S -4.8110 3.0334 0.2044 0.25
C -3.3850 1.9593 0.1397 -0.15
C -3.0437 1.2035 1.2465 -0.21
C -1.8955 0.4298 1.1918 0.07
N -1.1330 0.3991 0.1013 -0.46
C -1.4843 1.0767 -0.9897 0.08
C -2.6073 1.8822 -1.0082 -0.26
C -3.9291 4.5722 0.3991 -0.13
C -3.3246 4.8943 1.6061 -0.26
C -2.6424 6.0967 1.7042 0.04
N -2.5390 6.9715 0.7056 -0.41
C -3.1263 6.6532 -0.4432 0.04
C -3.8282 5.4730 -0.6493 -0.26
H -3.6419 1.2238 2.1463 0.22
H -1.5675 -0.1572 2.0368 0.24
H -0.8431 0.9400 -1.8513 0.25
H -2.8665 2.4343 -1.9004 0.23
H -3.3745 4.2151 2.4468 0.23
H -2.1564 6.3706 2.6344 0.19
H -3.0287 7.3732 -1.2481 0.19
H -4.2858 5.2609 -1.6059 0.23
Cl -0.9231 -3.3149 0.7943 -0.07
C -0.5348 -3.8012 -0.8537 -0.15
C -0.6458 -5.1495 -1.1289 -0.21
C -0.4822 -5.6352 -2.4189 -0.33
C -0.2265 -4.7092 -3.4292 -0.22
C -0.0995 -3.3741 -3.1382 -0.12
Cl 0.2361 -2.2773 -4.4645 -0.05
C -0.1944 -2.8016 -1.8192 0.20
N -0.0157 -1.5083 -1.6598 -0.90
H -0.8881 -5.8216 -0.3150 0.21
H -0.5598 -6.6918 -2.6333 0.20
H -0.1077 -5.0277 -4.4574 0.21
S 1.7174 0.7633 1.7397 -0.27
C 0.5709 1.3197 2.8679 -0.29
N -0.0712 2.5761 2.8000 -0.66
C -0.2975 3.1157 4.1292 -0.22
C -0.8205 1.9421 4.9559 -0.54
S 0.0766 0.4840 4.3334 0.23
H 0.3691 3.1975 2.1353 0.39
H -1.0323 3.9229 4.0843 0.19
H 0.6190 3.5055 4.5931 0.17
H -1.8953 1.8128 4.8257 0.20
H -0.6029 2.0711 6.0148 0.22
C 3.2242 -4.5446 0.4341 -0.64
C 3.6623 -3.5938 -0.6376 0.05
C 4.6675 -3.9329 -1.5157 -0.26
C 5.0406 -3.0688 -2.5411 -0.18
C 4.3890 -1.8487 -2.6887 -0.25
C 3.3652 -1.4532 -1.8492 0.04
C 2.7194 -0.1209 -2.0756 -0.68
C 2.9677 -2.3310 -0.7725 0.06
N 2.0227 -2.1388 0.1325 -0.57
H 3.9168 -5.3853 0.5047 0.19
H 2.2234 -4.9248 0.2158 0.24
H 3.1513 -4.0405 1.3972 0.24
H 5.1640 -4.8911 -1.4072 0.20
H 5.8339 -3.3454 -3.2247 0.19
H 4.6840 -1.1841 -3.4935 0.20
H 3.2203 0.3961 -2.8953 0.20
H 2.7775 0.5140 -1.1877 0.22
H 1.6645 -0.2550 -2.3268 0.28
```

Output
Total charge: -1
Spin multiplicity: 3
Energy relative to the best compared isomer or geometry (same formula, charge and spin) (kcal/mol): 48.0
Molecular weight (g/mol): 783.6
Expectation value of S²: 2.07
E_LUMO (alpha / beta) (eV): 1.804 / 1.796

2.
A structure of composition C2H2Cl2O in a non-equilibrium geometry. Source: OMol25; level of theory: ωB97M-V/def2-TZVPD.

```
7
Properties=species:S:1:pos:R:3:nbo_charge:R:1
C -0.3029 -0.4957 -1.0596 0.48
C 0.2356 0.4622 0.5420 -0.34
O 0.3444 -1.3769 -1.4974 -0.45
Cl 1.7454 -0.2610 1.1097 -0.02
Cl -1.0991 0.2118 1.6569 -0.02
H -1.3440 0.0233 -1.2539 0.16
H 0.4206 1.4363 0.5023 0.19
```

Output
Energy relative to the best compared isomer or geometry (same formula, charge and spin) (kcal/mol): 40.1
Molecular weight (g/mol): 112.9
E_LUMO (eV): 0.337

3.
A cluster of 13 separate species, C34H70N6O31 in total in a non-equilibrium geometry. Source: OMol25; level of theory: ωB97M-V/def2-TZVPD.

```
141
Properties=species:S:1:pos:R:3:mulliken_charge:R:1
C 1.6691 3.5892 -2.5938 -1.20
C 2.1286 4.5052 -1.4713 0.08
O 3.5371 4.7871 -1.6603 -0.24
C 4.0375 5.9860 -1.3888 0.66
O 3.3810 6.9969 -1.2327 -0.56
O 5.4156 5.8949 -1.3079 -0.34
C 6.1986 7.0502 -1.3312 -0.62
H 2.4486 2.8607 -2.8167 0.45
H 1.3933 4.0597 -3.5376 0.56
H 0.8030 2.9828 -2.3288 0.08
H 2.0116 3.9998 -0.5127 0.19
H 1.4996 5.3948 -1.4401 0.15
H 5.9661 7.6409 -0.4452 0.28
H 5.8714 7.6324 -2.1927 0.29
H 7.2663 6.8322 -1.3062 0.23
C -2.2692 3.1128 -0.7981 -0.40
C -2.4457 4.5213 -1.2222 -0.61
O -1.3009 5.2523 -1.0014 -0.06
C -1.3223 6.6000 -0.8732 0.57
O -2.3432 7.3077 -1.0371 -0.61
O -0.0429 6.9521 -0.5394 -0.20
C 0.2860 8.3167 -0.2588 -0.82
H -1.6229 3.1507 0.0789 0.22
H -1.6391 2.7489 -1.6097 -0.12
H -3.1558 2.5117 -0.5965 0.32
H -3.2604 5.0121 -0.6897 0.46
H -2.7217 4.5703 -2.2756 0.27
H 1.1969 8.6369 -0.7645 0.28
H 0.4329 8.5111 0.8036 0.30
H -0.4429 9.0715 -0.5540 0.35
C 2.9699 0.7297 -0.0136 -0.33
C 2.3033 0.2094 1.1913 0.72
O 2.0850 1.2429 2.0806 -0.11
C 2.2581 1.0325 3.4286 0.74
O 2.2635 -0.0057 3.9795 -0.57
O 2.2141 2.2030 3.9969 -0.33
C 2.3534 2.3985 5.3861 -0.57
H 2.8380 0.0105 -0.8220 -0.49
H 4.0042 0.9986 0.2008 0.54
H 2.4694 1.6516 -0.3099 -0.22
H 2.9115 -0.6342 1.5177 0.68
H 1.3736 -0.2786 0.8988 -0.71
H 1.7714 1.7883 6.0768 0.18
H 2.1424 3.4503 5.5795 0.22
H 3.4153 2.2185 5.5536 0.33
C 5.8514 -2.7558 -2.5355 -1.39
C 4.9356 -2.5114 -1.3559 0.33
O 3.9449 -3.5025 -1.2308 -0.31
C 3.1297 -3.5266 -0.1678 0.95
O 3.2024 -2.7601 0.7992 -0.67
O 2.4332 -4.6970 -0.2776 -0.32
C 1.6867 -5.1541 0.8788 -0.68
H 5.3444 -2.5942 -3.4869 0.25
H 6.1803 -3.7944 -2.4996 0.34
H 6.7773 -2.1940 -2.6579 0.38
H 4.4273 -1.5756 -1.5882 -0.12
H 5.4628 -2.4335 -0.4051 0.41
H 1.4316 -6.2093 0.9773 0.37
H 0.7017 -4.6887 0.8448 0.09
H 2.0947 -4.8427 1.8404 0.35
C -0.1320 -0.2669 -1.6786 0.74
C -0.7323 -1.5166 -1.1991 1.46
O -0.6187 -1.5902 0.2199 0.30
C -1.3096 -2.5683 0.8738 0.04
O -2.1125 -3.4032 0.3983 -0.63
O -1.1435 -2.4112 2.2438 0.09
C -0.2739 -1.3942 2.7885 -0.33
H -0.4017 -0.1499 -2.7283 -0.10
H 0.9511 -0.3581 -1.5976 -0.62
H -0.4435 0.6018 -1.0986 0.00
H -0.2488 -2.3881 -1.6405 -0.40
H -1.7339 -1.5522 -1.6275 -1.27
H -0.5739 -1.2812 3.8303 -0.19
H -0.3989 -0.3966 2.3675 0.31
H 0.7884 -1.6175 2.8874 0.32
C -5.0884 -1.1532 1.3111 -0.78
N -4.3078 0.0247 0.8484 0.92
O -4.4343 1.1374 1.3860 -0.57
O -3.6811 -0.1810 -0.1629 -0.33
H -4.9246 -2.0119 0.6601 0.26
H -6.1360 -0.8571 1.3644 0.43
H -4.7837 -1.3754 2.3338 0.05
C -3.7574 -2.8980 -2.9191 -0.46
N -2.8111 -2.6415 -4.0854 0.91
O -1.6211 -2.8759 -3.8824 -0.43
O -3.3118 -2.3147 -5.1220 -0.59
H -4.5449 -2.1518 -3.0249 0.29
H -3.1859 -2.7268 -2.0068 -0.04
H -4.1514 -3.9131 -2.9677 0.35
C 0.2252 -2.5051 6.8131 -0.29
N 0.1467 -1.2271 7.5958 0.82
O -0.2147 -1.4555 8.7723 -0.53
O 0.2291 -0.1323 6.9827 -0.44
H 0.6480 -2.1862 5.8604 0.05
H -0.8266 -2.7477 6.6619 0.08
H 0.8727 -3.2489 7.2773 0.35
C 0.7442 -5.3202 -2.9592 -0.54
N -0.1474 -6.0557 -2.0050 0.97
O 0.2199 -7.1713 -1.6726 -0.55
O -1.1104 -5.4944 -1.4661 -0.48
H 1.7968 -5.5807 -2.8491 0.28
H 0.6005 -4.2547 -2.7798 0.00
H 0.3308 -5.4937 -3.9527 0.36
C -3.7474 0.6264 -5.7129 -0.96
N -3.0444 0.6780 -4.3637 0.85
O -3.7367 0.3058 -3.4087 -0.45
O -1.8988 1.1341 -4.2879 -0.46
H -3.0352 0.3983 -6.5059 0.32
H -4.0821 1.6345 -5.9575 0.34
H -4.6122 -0.0367 -5.7342 0.31
C -2.1445 1.8916 5.7411 -0.79
N -2.6240 0.6412 5.1168 0.93
O -3.2580 0.7198 4.0717 -0.51
O -2.3981 -0.4011 5.7352 -0.46
H -2.6935 2.7775 5.4217 0.30
H -1.0878 1.9070 5.4742 0.17
H -2.2901 1.7181 6.8072 0.33
O 2.5182 -1.6236 -4.0221 -0.66
C 1.9106 -0.7496 -4.6786 0.30
O 1.8769 0.5208 -4.2807 -0.11
C 1.2421 1.3508 -5.2079 0.11
C 1.0726 0.4640 -6.4204 -0.79
C 1.0562 -0.9296 -5.8713 0.19
H 1.8690 2.1941 -5.4977 0.32
H 0.3020 1.6599 -4.7510 0.00
H 1.8887 0.5354 -7.1395 0.28
H 0.1287 0.6831 -6.9195 0.32
H 1.3102 -1.7306 -6.5656 0.42
H 0.0470 -1.1510 -5.5238 -0.25
O -4.5325 -5.1970 2.4058 -0.63
C -4.0602 -4.5520 3.3147 0.60
O -4.6300 -3.4384 3.7774 -0.34
C -4.0584 -2.9760 4.9904 0.15
C -2.7662 -3.8204 5.0708 0.67
C -2.8796 -4.9832 4.1674 -0.68
H -4.6536 -3.0849 5.8971 0.26
H -3.7180 -1.9524 4.8336 -0.17
H -2.6013 -4.0348 6.1267 0.69
H -1.9563 -3.1958 4.6938 -0.87
H -3.0163 -5.9413 4.6687 0.33
H -2.0415 -5.2032 3.5062 0.11
```

Output
Molecular weight (g/mol): 1058.9
E_LUMO (eV): -0.464

4.
The molecule C2H3FSi in a non-equilibrium geometry. Source: OMol25; level of theory: ωB97M-V/def2-TZVPD.

```
7
Properties=species:S:1:pos:R:3:nbo_charge:R:1
C 1.4752 -1.3865 0.1648 -0.08
C 0.5477 -0.8434 -0.3502 -0.56
F -2.1773 -0.9125 0.0902 -0.65
Si -0.9365 0.1313 -0.1076 1.47
H 2.3224 -1.7206 0.5848 0.22
H -1.1098 1.0550 -1.2370 -0.22
H -1.3534 1.1707 1.2192 -0.18
```

Output
Energy relative to the best compared isomer or geometry (same formula, charge and spin) (kcal/mol): 16.6
Molecular weight (g/mol): 74.1
E_LUMO (eV): 0.343

5.
A structure of composition C4H6Cl3FS in a non-equilibrium geometry. Source: OMol25; level of theory: ωB97M-V/def2-TZVPD.

```
15
Properties=species:S:1:pos:R:3:nbo_charge:R:1
C -0.7315 -0.2082 2.0374 -0.62
C -1.4223 -0.1527 0.7327 -0.20
C -0.6383 0.6803 -0.2160 -0.68
C 2.1212 -0.2719 -1.8431 0.01
H -0.3408 0.7969 2.2499 0.22
H -1.8193 -0.3661 2.7804 0.23
H 0.0902 -0.9562 1.9814 0.23
H -1.5631 -1.1456 0.3255 0.21
H -0.3249 1.7663 0.1362 0.21
H 2.6343 -0.7607 -2.7142 0.20
F 2.9897 0.0000 -0.8725 -0.31
S -0.1793 0.1754 -1.7089 0.30
Cl -3.1603 0.5054 0.7442 -0.15
Cl 0.8756 -1.3202 -1.2408 0.26
Cl 1.4688 1.2572 -2.3923 0.10
```

Output
Molecular weight (g/mol): 211.5
E_LUMO (eV): -0.186